No. 1
{"formula": "Cl2F2H2N3O2PS2", "method": "ωB97M-V with the def2-TZVPD basis set", "elements": ["Cl", "Cl", "S", "S", "P", "F", "F", "O", "O", "N", "N", "N", "H", "H"], "xyz": [[3.376251, 1.791988, -0.324109], [-2.229117, -0.031385, 1.611315], [-0.276909, -0.282816, 1.081901], [2.584082, 0.422557, 0.755614], [1.415665, -2.094838, -0.053286], [1.647834, -2.789187, -1.397802], [1.328472, -3.243352, 0.973662], [2.686737, 0.481457, 2.157758], [0.398003, -1.010380, 2.065844], [-0.042954, -1.298336, -0.269155], [2.544837, -0.919780, 0.045595], [0.455199, 1.021765, 0.510689], [0.357580, 1.918994, 0.952915], [-0.161653, -0.853442, -1.166682]], "atomic_forces_ev_per_a": [[0.002, -0.319, 0.190], [1.980, -0.074, -1.075], [-1.300, 1.506, -1.769], [-2.121, -1.403, 0.213], [0.383, -0.321, -0.691], [-0.107, 0.531, 1.314], [0.417, 1.889, -1.380], [0.683, 0.722, -0.348], [0.636, -1.053, 1.906], [-0.408, 0.021, 1.610], [-0.069, -0.423, 0.131], [0.646, -1.695, -0.076], [-0.467, 0.554, 0.631], [-0.276, 0.065, -0.656]], "nbo_charge": [0.194, 0.120, 2.027, 1.987, 2.566, -0.455, -0.430, -0.682, -0.861, -1.133, -1.216, -1.054, 0.458, 0.479], "homo_lumo_gap_ev": 9.2666, "lumo_energy_ha": -0.409, "total_charge": 2, "relative_energy_ev": 0.9055}

=====

No. 2
{"formula": "C51H43N5O3P2RhS", "method": "ωB97M-V with the def2-TZVPD basis set", "elements": ["Rh", "S", "P", "P", "O", "O", "O", "N", "N", "N", "N", "N", "C", "C", "C", "C", "C", "C", "C", "C", "C", "C", "C", "C", "C", "C", "C", "C", "C", "C", "C", "C", "C", "C", "C", "C", "C", "C", "C", "C", "C", "C", "C", "C", "C", "C", "C", "C", "C", "C", "C", "C", "C", "C", "C", "C", "C", "C", "C", "C", "C", "C", "C", "H", "H", "H", "H", "H", "H", "H", "H", "H", "H", "H", "H", "H", "H", "H", "H", "H", "H", "H", "H", "H", "H", "H", "H", "H", "H", "H", "H", "H", "H", "H", "H", "H", "H", "H", "H", "H", "H", "H", "H", "H", "H", "H"], "xyz": [[-1.300356, 0.038608, 0.932450], [-0.540156, -3.126692, 0.132550], [2.010344, 0.735808, 0.213850], [0.116344, 3.119808, -0.152650], [0.772244, -0.107192, 0.160050], [-1.048556, 2.243308, 0.175650], [-0.669956, -2.223992, 1.317750], [-2.813156, -1.343392, -3.050750], [-3.122356, 0.421208, 1.340650], [-2.324356, -0.590392, -0.895450], [-4.036256, 0.216708, 0.468350], [-1.069656, 0.772508, 2.873850], [5.280544, 0.255008, 2.599350], [-3.363156, 1.113508, 2.484950], [3.166144, -0.624392, -1.824350], [-1.230756, 2.007908, 5.383950], [-0.093056, 2.143108, -2.698250], [4.381644, 1.555108, -3.026650], [-3.678656, -0.332892, -0.673350], [-2.340756, 1.955208, 4.581150], [-1.765656, -5.506492, -0.465550], [1.757744, -4.266592, 1.294750], [-4.647556, -0.599392, -1.698450], [3.553244, 1.751208, -1.934950], [1.638844, 2.478508, 0.690150], [1.129244, -3.841492, 0.137950], [4.916744, -0.814592, 3.402850], [-0.327956, 4.893808, 1.909750], [-4.182756, -1.137992, -2.922150], [-0.496656, 5.849708, -0.302250], [-2.646756, -5.952192, 2.134250], [4.411444, 0.717008, 1.625850], [4.606144, 0.276908, -3.514850], [3.646144, -4.934292, -0.042250], [-5.073656, -1.418292, -3.947650], [3.031244, -4.806092, 1.194050], [-6.881456, -0.567992, -2.587350], [-0.662156, 6.118208, 2.461250], [-0.226256, 4.769308, 0.526550], [-0.907456, 7.206408, 1.635550], [2.938744, 0.661008, -1.335550], [-2.473856, -6.657092, -0.166750], [-0.048756, 1.399908, 4.937650], [-1.957156, -1.049492, -2.059850], [0.165944, 2.089208, -4.056150], [1.495244, 4.085508, -3.881250], [-2.913156, -6.876592, 1.132950], [-0.018656, 0.811808, 3.678750], [3.988044, -0.813792, -2.919850], [3.681344, -1.425892, 3.241650], [-6.006856, -0.320592, -1.546550], [-1.956556, -4.787592, 1.841850], [1.263844, 4.128908, -2.517150], [3.161544, 0.122608, 1.481450], [0.465644, 3.155508, -1.926450], [1.737344, -3.950592, -1.103150], [-2.268556, 1.302108, 3.320450], [2.996844, -4.519992, -1.195350], [-6.417356, -1.127192, -3.777650], [2.802544, -0.959292, 2.276250], [-1.496456, -4.599892, 0.550250], [-0.813056, 7.076708, 0.259050], [0.955644, 3.062508, -4.646650], [3.391544, 2.751908, -1.570350], [1.224244, -3.612892, -1.991050], [2.705344, -1.467892, -1.327750], [5.613644, -1.189792, 4.137850], [-4.717556, -1.855692, -4.867850], [1.261244, -4.190892, 2.249850], [-2.691756, -7.373892, -0.942650], [-7.924756, -0.316492, -2.475550], [5.271444, 0.132108, -4.352250], [-4.361656, 1.466708, 2.699950], [-0.257056, 1.302708, -4.663350], [-1.413456, -5.317392, -1.467650], [0.827944, 1.381808, 5.563950], [2.089344, 4.851108, -4.352750], [-0.996256, 7.925008, -0.380850], [6.247944, 0.720008, 2.713750], [3.409844, -2.268692, 3.860950], [-0.141856, 4.040108, 2.549150], [3.539244, -5.138992, 2.086050], [-6.343356, 0.097308, -0.612650], [0.894744, 0.353908, 3.317650], [-0.461356, 5.736308, -1.375250], [-3.468756, -7.772792, 1.363250], [1.696444, 4.917008, -1.918950], [4.170744, -1.806392, -3.303650], [-0.733856, 6.229308, 3.531850], [4.705044, 1.531308, 0.980650], [-2.971556, -6.142292, 3.145050], [3.468244, -4.644692, -2.158350], [-2.460856, -1.677092, -3.942350], [-1.183156, 8.156008, 2.067750], [-3.286056, 2.364908, 4.898350], [2.495544, 3.124208, 0.513650], [-7.110356, -1.325492, -4.577550], [1.839444, -1.427692, 2.128650], [-1.263156, 2.488508, 6.349350], [4.634944, -5.362192, -0.107050], [-0.732456, 1.419108, -2.214250], [-1.750656, -4.045692, 2.598350], [1.421144, 2.456608, 1.765250], [1.141244, 3.033308, -5.709850], [4.871844, 2.399808, -3.484750], [-0.902156, -1.194492, -2.253150]], "atomic_forces_ev_per_a": [[2.817, 0.542, -1.734], [0.486, -1.964, -1.399], [1.788, 0.651, 0.198], [1.522, 1.398, -0.014], [-1.812, -0.617, 0.263], [-1.952, -3.009, 1.051], [-0.916, 2.545, 1.747], [0.665, 0.180, 0.534], [0.658, 1.916, 4.127], [0.036, 0.424, 0.737], [-2.386, -0.712, -2.051], [-1.146, 0.117, -0.122], [0.036, 0.098, -0.161], [-0.871, -1.831, -3.700], [-0.116, -0.042, 0.018], [1.100, -0.408, -0.108], [0.010, -0.015, 0.053], [0.108, -0.012, -0.054], [0.214, 0.558, 0.906], [-0.495, -0.739, -1.547], [0.147, 0.133, 0.050], [-0.003, -0.049, 0.046], [0.392, -0.263, -0.523], [-0.041, -0.003, 0.014], [-0.739, -0.486, -0.472], [-0.549, 0.544, -0.090], [-0.003, -0.138, 0.024], [0.112, 0.111, 0.046], [-0.610, 0.303, 0.619], [0.099, 0.075, -0.023], [-0.085, -0.076, -0.078], [-0.083, 0.019, 0.126], [-0.053, 0.090, 0.023], [0.016, 0.026, -0.106], [0.020, -0.020, -0.018], [-0.145, 0.064, 0.155], [0.177, 0.108, 0.321], [-0.027, -0.157, 0.028], [0.206, -0.798, -0.511], [0.027, 0.021, -0.083], [-0.298, 0.067, 0.505], [-0.069, 0.083, 0.098], [-0.724, 0.320, 0.073], [-0.138, -0.341, -0.964], [-0.031, -0.045, 0.004], [0.029, 0.006, 0.036], [0.060, 0.020, 0.004], [0.566, -0.053, 0.173], [0.002, -0.010, 0.003], [0.058, 0.009, -0.006], [-0.175, -0.037, -0.200], [0.287, 0.073, -0.011], [0.028, 0.007, -0.005], [-0.448, 0.213, -0.447], [-0.306, 0.021, 0.623], [-0.118, -0.016, -0.038], [2.432, 0.421, 2.024], [0.043, -0.032, 0.076], [0.310, 0.014, 0.111], [-0.125, 0.053, 0.029], [-0.065, 0.416, -0.100], [-0.089, -0.025, -0.008], [0.004, 0.014, -0.022], [0.026, 0.144, 0.081], [-0.059, 0.050, -0.145], [0.017, -0.128, -0.004], [0.005, 0.004, 0.090], [0.019, -0.019, -0.149], [-0.055, 0.012, 0.148], [-0.005, -0.067, -0.068], [-0.083, -0.057, -0.009], [0.035, -0.018, -0.082], [-0.056, -0.036, -0.131], [-0.046, -0.057, -0.052], [0.061, -0.043, -0.202], [0.145, -0.014, -0.027], [0.106, 0.100, -0.035], [-0.066, 0.089, -0.053], [0.076, 0.008, 0.033], [-0.013, -0.054, 0.029], [0.013, -0.033, 0.113], [0.043, -0.047, 0.073], [-0.104, 0.056, 0.083], [-0.033, -0.016, -0.068], [-0.004, 0.062, -0.071], [-0.013, -0.076, 0.038], [0.074, 0.133, 0.032], [-0.004, -0.094, 0.015], [-0.014, 0.001, 0.108], [0.103, 0.133, -0.082], [-0.098, 0.013, 0.081], [0.034, 0.022, -0.077], [0.083, 0.033, 0.231], [0.036, 0.095, 0.039], [-0.121, 0.083, 0.008], [0.081, 0.104, 0.008], [-0.080, -0.058, -0.144], [-0.103, -0.130, -0.016], [-0.043, 0.032, 0.089], [0.063, -0.061, -0.004], [-0.061, -0.082, -0.012], [-0.003, 0.023, 0.117], [0.127, 0.081, -0.109], [0.021, 0.001, -0.075], [0.031, 0.093, -0.062], [0.022, -0.043, 0.012]], "lowdin_charge": [1.263, 1.022, 0.782, 0.790, -0.432, -0.361, -0.558, 0.167, -0.161, 0.044, 0.098, 0.008, -0.043, 0.042, -0.069, 0.001, -0.080, -0.046, -0.203, 0.041, -0.081, -0.063, -0.078, -0.082, -0.255, -0.363, -0.042, -0.084, -0.152, -0.065, -0.044, -0.061, -0.038, -0.034, 0.018, -0.041, -0.015, -0.053, -0.273, -0.037, -0.279, -0.047, 0.013, -0.124, -0.053, -0.042, -0.039, -0.083, -0.048, -0.056, 0.022, -0.071, -0.096, -0.283, -0.295, -0.110, -0.223, -0.054, -0.006, -0.103, -0.371, -0.039, -0.038, 0.093, 0.106, 0.085, 0.121, 0.128, 0.122, 0.119, 0.127, 0.121, 0.157, 0.107, 0.109, 0.127, 0.122, 0.121, 0.121, 0.114, 0.092, 0.120, 0.124, 0.102, 0.103, 0.121, 0.119, 0.112, 0.114, 0.112, 0.119, 0.118, 0.182, 0.122, 0.135, 0.083, 0.129, 0.080, 0.134, 0.122, 0.074, 0.107, 0.060, 0.122, 0.120, 0.140], "homo_lumo_gap_ev": 5.9387, "lumo_energy_ha": -0.356, "total_charge": 3, "relative_energy_ev": 0.0000}

=====

No. 3
{"formula": "C2H6OS2", "method": "ωB97M-V with the def2-TZVPD basis set", "elements": ["S", "S", "O", "C", "C", "H", "H", "H", "H", "H", "H"], "xyz": [[2.690794, -0.316428, -0.588798], [2.983416, 1.065510, 0.800769], [-0.410912, -1.420604, 0.733431], [-0.950775, -0.599051, -1.486013], [-0.372194, -1.610013, -0.540370], [0.326925, -2.239719, -1.020595], [-0.932179, -0.642758, 0.790924], [3.793359, 0.421916, 1.816547], [-1.469013, 0.260086, -1.062091], [-1.493833, -1.321868, -2.164545], [-0.023912, -0.193807, -1.929644]], "atomic_forces_ev_per_a": [[0.257, 0.396, 0.594], [0.873, -0.984, 0.884], [0.882, -0.321, 3.314], [1.248, -1.595, -0.470], [-1.134, -0.070, -3.599], [0.873, -0.896, 0.361], [-0.774, 1.156, 1.056], [-1.051, 0.640, -1.443], [-0.574, -0.382, 0.013], [0.065, 1.843, 0.015], [-0.666, 0.211, -0.723]], "nbo_charge": [-0.124, -0.008, -0.644, -0.721, 0.078, 0.147, 0.473, 0.130, 0.206, 0.240, 0.224], "multiplicity": 3, "homo_lumo_gap_ev": [6.4825, 7.5146], "lumo_energy_ha": [0.013, -0.067], "relative_energy_ev": 0.5620}